Record 1
Formula: C25H22I2N7OSeSn
Source: OMol25
Level of theory: wB97M-V/def2-TZVPD

```
! wB97M-V def2-TZVPD RIJCOSX def2/J DEFGRID3
* xyz 1 1
Sn 1.67 -0.48 -0.03
N 4.29 -0.61 1.30
C 4.50 -2.06 1.48
C 3.87 -2.57 2.79
C 2.73 -3.60 2.68
C 1.31 -3.05 2.80
N 0.75 -2.59 1.51
H 4.89 -0.26 0.57
H 4.56 -0.12 2.15
H 5.57 -2.30 1.47
H 4.06 -2.57 0.62
H 3.53 -1.71 3.37
H 4.67 -3.02 3.38
H 2.85 -4.33 3.47
H 2.82 -4.16 1.74
H 1.31 -2.19 3.47
H 0.67 -3.80 3.25
H -0.17 -2.21 1.68
H 0.62 -3.38 0.88
Se -5.53 1.68 -1.00
N -4.71 0.64 -2.09
C -3.35 0.42 -1.65
C -2.32 -0.43 -2.23
C -2.16 -0.93 -3.52
C -1.11 -1.78 -3.75
C -0.25 -2.14 -2.68
N -0.35 -1.68 -1.47
C -1.32 -0.70 -1.19
C -1.14 0.59 0.74
N -0.03 0.41 1.60
C 0.24 1.36 2.47
C -0.53 2.51 2.68
C -1.69 2.69 1.95
C -2.04 1.72 1.03
C -3.19 1.61 0.14
N -4.51 2.21 0.27
H -2.88 -0.68 -4.29
H -0.95 -2.21 -4.73
H 0.55 -2.84 -2.87
H 1.14 1.21 3.06
H -0.23 3.23 3.43
H -2.34 3.54 2.12
I 3.16 3.89 -2.90
C 1.25 3.24 -2.45
C 0.14 3.94 -2.89
C -1.17 3.55 -2.58
I -2.71 4.77 -3.31
C -1.38 2.41 -1.82
C -2.73 1.94 -1.42
C -3.33 0.10 -0.15
C -2.02 -0.59 0.20
N -0.43 0.56 -0.68
C -0.25 1.70 -1.43
C 1.09 2.07 -1.68
O 2.06 1.37 -1.18
H 0.29 4.84 -3.48
H -3.41 2.66 -1.84
H -4.23 -0.37 0.24
H -2.11 -1.50 0.80
*
```

Computed properties:
* strongest force on any atom: 0.50 eV Å⁻¹
* HOMO level: -0.3744 Ha
* frontier orbital gap: 4.66 eV



Record 2
Formula: C19H30N2O2
Source: OMol25
Level of theory: wB97M-V/def2-TZVPD

```
! wB97M-V def2-TZVPD RIJCOSX def2/J DEFGRID3
* xyz 0 1
C -0.15 0.95 4.23
C 0.14 1.55 2.85
C -0.91 2.61 2.52
C 1.56 2.11 2.83
C 2.06 2.57 1.45
C 3.46 3.22 1.56
O 4.31 2.62 2.49
N 2.04 1.49 0.46
C 1.34 1.72 -0.79
C 0.05 0.89 -0.96
N 0.35 -0.44 -1.44
C -0.78 -1.12 -2.03
C -1.94 -1.47 -1.08
C -3.02 -2.18 -1.84
C -2.98 -3.57 -1.97
C -3.95 -4.23 -2.71
C -4.96 -3.51 -3.33
C -5.00 -2.13 -3.21
C -4.03 -1.48 -2.47
C 1.09 -1.23 -0.47
C 2.54 -0.77 -0.35
C 2.73 0.35 0.66
O 3.48 0.19 1.61
H 0.56 0.17 4.46
H -1.15 0.53 4.26
H -0.08 1.72 4.99
H 0.07 0.74 2.11
H -0.84 3.44 3.22
H -0.78 3.00 1.51
H -1.91 2.19 2.59
H 1.62 2.97 3.50
H 2.24 1.35 3.21
H 1.38 3.34 1.07
H 3.34 4.26 1.89
H 3.91 3.23 0.56
H 4.28 1.66 2.34
H 1.99 1.50 -1.64
H 1.08 2.78 -0.83
H -0.49 0.89 0.00
H -0.57 1.38 -1.71
H -1.16 -0.48 -2.84
H -0.41 -2.04 -2.49
H -1.57 -2.10 -0.27
H -2.34 -0.55 -0.65
H -2.20 -4.13 -1.49
H -3.91 -5.30 -2.80
H -5.72 -4.03 -3.90
H -5.79 -1.57 -3.68
H -4.07 -0.40 -2.37
H 0.62 -1.23 0.52
H 1.09 -2.27 -0.84
H 3.16 -1.60 0.00
H 2.90 -0.46 -1.33
*
```

Computed properties:
* strongest force on any atom: 0.69 eV Å⁻¹
* HOMO level: -0.3169 Ha
* frontier orbital gap: 9.26 eV
* structure (SMILES): CC(C)C[C@@H](CO)N1CCN(CCc2ccccc2)CCC1=O



Record 3
Formula: C2H7N3
Source: OMol25
Level of theory: wB97M-V/def2-TZVPD

```
! wB97M-V def2-TZVPD RIJCOSX def2/J DEFGRID3
* xyz 0 1
C -0.06 0.20 -0.05
N -0.44 1.41 -0.42
N -1.86 -0.69 0.05
N 1.93 0.49 0.02
C 0.28 -0.90 0.44
H 0.29 2.05 -0.69
H -1.41 1.52 -0.68
H -2.16 -0.94 0.99
H -1.95 -1.52 -0.54
H 2.46 -0.14 -0.57
H 2.33 0.45 0.96
H 0.60 -1.91 0.49
*
```

Computed properties:
* strongest force on any atom: 0.60 eV Å⁻¹
* HOMO level: -0.2723 Ha
* frontier orbital gap: 8.16 eV



Record 4
Formula: C34H76N4O6
Source: OMol25
Level of theory: wB97M-V/def2-TZVPD

```
! wB97M-V def2-TZVPD RIJCOSX def2/J DEFGRID3
* xyz 0 1
C 2.58 1.24 0.20
C 1.13 1.08 0.67
C 1.07 0.60 2.11
C 0.38 2.41 0.61
C 0.17 2.94 -0.83
C -0.47 1.88 -1.71
C 0.12 0.48 -1.62
C -0.94 -0.52 -2.14
C 1.35 0.43 -2.55
N 0.36 0.17 -0.22
O 0.83 -1.19 -0.11
H 3.18 1.35 1.11
H 2.94 0.31 -0.24
H 2.80 2.14 -0.38
H 0.11 0.24 2.48
H 1.65 -0.33 2.23
H 1.52 1.29 2.82
H -0.61 2.40 1.07
H 0.92 3.16 1.21
H -0.33 3.90 -0.77
H 1.16 3.14 -1.26
H -0.45 2.06 -2.79
H -1.55 1.89 -1.50
H -1.45 -0.14 -3.02
H -1.68 -0.59 -1.34
H -0.57 -1.52 -2.40
H 1.05 0.38 -3.59
H 2.01 -0.42 -2.40
H 1.97 1.31 -2.39
H 0.08 -1.54 0.38
C 3.76 -3.98 -0.27
C 4.95 -3.39 -1.04
C 5.88 -4.55 -1.49
C 4.33 -2.68 -2.25
C 5.28 -1.81 -3.03
C 5.78 -0.74 -2.06
C 6.40 -1.31 -0.80
C 7.88 -1.64 -1.16
C 6.45 -0.18 0.26
N 5.66 -2.42 -0.19
O 6.33 -2.98 0.90
H 3.42 -3.28 0.48
H 2.96 -4.35 -0.92
H 4.10 -4.86 0.29
H 5.26 -5.36 -1.88
H 6.60 -4.24 -2.25
H 6.37 -5.04 -0.65
H 3.89 -3.47 -2.86
H 3.51 -2.05 -1.88
H 6.14 -2.34 -3.45
H 4.73 -1.35 -3.85
H 4.91 -0.16 -1.75
H 6.39 -0.05 -2.64
H 7.92 -2.41 -1.92
H 8.48 -2.03 -0.32
H 8.48 -0.75 -1.37
H 7.19 -0.36 1.04
H 5.53 -0.17 0.84
H 6.59 0.78 -0.24
H 6.98 -3.58 0.51
C -7.21 1.20 -2.04
C -6.17 2.34 -1.92
C -5.44 2.39 -3.28
C -6.95 3.66 -1.82
C -7.27 3.97 -0.36
C -6.05 3.92 0.52
C -5.45 2.48 0.53
C -4.13 2.63 1.28
C -6.29 1.48 1.32
N -5.21 2.13 -0.85
O -4.40 0.99 -1.05
H -7.92 1.41 -2.83
H -6.78 0.20 -2.15
H -7.80 1.12 -1.12
H -4.80 3.27 -3.28
H -4.84 1.51 -3.53
H -6.17 2.49 -4.09
H -6.38 4.47 -2.28
H -7.90 3.72 -2.36
H -7.86 4.89 -0.34
H -8.01 3.26 0.04
H -6.33 4.27 1.51
H -5.27 4.57 0.12
H -3.48 1.75 1.17
H -4.20 2.78 2.36
H -3.52 3.47 0.94
H -6.56 1.88 2.30
H -5.78 0.53 1.52
H -7.22 1.24 0.81
H -3.55 1.41 -1.25
C -4.46 -2.44 0.68
O -3.46 -3.13 1.41
C -2.46 -2.33 1.98
C -1.75 -3.06 3.09
N -0.85 -4.04 2.45
C 0.33 -4.47 3.15
C 1.44 -3.43 3.09
O 2.65 -4.02 3.52
C 3.70 -3.10 3.54
H -5.23 -3.06 0.25
H -3.96 -1.87 -0.12
H -4.89 -1.73 1.40
H -2.99 -1.48 2.45
H -1.85 -1.81 1.23
H -2.43 -3.59 3.76
H -1.21 -2.28 3.64
H -1.38 -4.79 2.05
H 0.81 -5.24 2.54
H 0.24 -4.85 4.18
H 1.10 -2.59 3.72
H 1.71 -2.95 2.14
H 3.93 -2.69 2.55
H 4.59 -3.68 3.83
H 3.70 -2.23 4.21
C -0.27 6.76 1.72
O 0.88 7.58 1.88
H -0.22 6.08 2.57
H -1.23 7.28 1.72
H -0.21 6.11 0.84
H 1.24 7.81 1.02
*
```

Computed properties:
* strongest force on any atom: 2.78 eV Å⁻¹
* HOMO level: -0.3038 Ha
* frontier orbital gap: 8.79 eV
* structure (SMILES): CC1(C)CCCC(C)(C)N1O.CC1(C)CCCC(C)(C)N1O.CC1(C)CCCC(C)(C)N1O.COCCNCCOC.CO



> Which of these has the lowest strongest force on any atom?

C25H22I2N7OSeSn



> Which value of HOMO level does entry 3 give?

-0.2723 Ha



> The highest frontier orbital gap belongs to which entry?

C19H30N2O2



> What is the formula in the second record?

C19H30N2O2